Record 1
C25H28N2O3 | ωB97M-V/def2-TZVPD

Values from the calculation:
Spin multiplicity: 1
SMILES: CCOc1ccccc1NC(=O)[C@H](NCCc1ccc(OC)cc1)c1ccccc1
Highest occupied orbital energy, eV: -7.97
Kohn-Sham gap, Eh: 0.3152
Energy relative to the best compared isomer or geometry (same formula, charge and spin), kcal/mol: 15.73

Last column: natural (NBO) charge in e.
Positions of all 58 atoms, in Å:
C 2.621897 -1.968038 2.752420  -0.620
C 1.145170 -2.332736 2.748194  -0.059
O 0.521964 -1.562065 1.740778  -0.542
C -0.782548 -1.837828 1.405049  0.340
C -1.640114 -2.635164 2.141043  -0.302
C -2.945200 -2.829867 1.711695  -0.216
C -3.392784 -2.237222 0.548325  -0.219
C -2.543023 -1.438554 -0.199150  -0.221
C -1.240021 -1.230247 0.220254  0.087
N -0.324560 -0.424419 -0.458457  -0.616
C -0.427422 0.158639 -1.678074  0.699
O -1.360136 0.035176 -2.442479  -0.632
C 0.832073 0.981905 -2.017454  -0.192
N 0.631005 1.986066 -3.045156  -0.614
C -0.480280 2.907931 -2.838415  -0.213
C -0.367515 3.696837 -1.526460  -0.439
C -0.871018 2.943124 -0.324940  -0.046
C -0.060450 2.702312 0.773265  -0.203
C -0.515025 1.990097 1.872604  -0.333
C -1.814990 1.502970 1.890680  0.371
O -2.371511 0.783982 2.907497  -0.511
C -1.581546 0.501400 4.033470  -0.250
C -2.647155 1.761223 0.801295  -0.259
C -2.181011 2.471879 -0.281836  -0.192
C 1.884856 -0.018655 -2.430104  0.077
C 1.687126 -0.824174 -3.545838  -0.231
C 2.634477 -1.763212 -3.909857  -0.201
C 3.788220 -1.915108 -3.159002  -0.215
C 3.986940 -1.125644 -2.039818  -0.209
C 3.039565 -0.184377 -1.676666  -0.230
H 2.743731 -0.908198 2.960835  0.211
H 3.142502 -2.541962 3.513372  0.216
H 3.058865 -2.182920 1.780617  0.217
H 0.698730 -2.115845 3.729654  0.167
H 1.015895 -3.402241 2.535610  0.180
H -1.306726 -3.105044 3.053469  0.216
H -3.605768 -3.449987 2.298485  0.212
H -4.407975 -2.391493 0.216786  0.214
H -2.877753 -0.973013 -1.110470  0.253
H 0.541968 -0.301550 0.048246  0.421
H 1.162895 1.499854 -1.112383  0.213
H 0.494642 1.525384 -3.939720  0.366
H -0.434904 3.611415 -3.675544  0.199
H -1.453575 2.400319 -2.873033  0.190
H -0.962624 4.607531 -1.637770  0.221
H 0.673266 3.991399 -1.381780  0.214
H 0.953560 3.080430 0.782343  0.208
H 0.154709 1.826431 2.702605  0.218
H -0.682792 -0.060384 3.762772  0.171
H -2.204628 -0.107984 4.686372  0.200
H -1.289870 1.416226 4.561445  0.175
H -3.657782 1.386842 0.831731  0.226
H -2.846672 2.664865 -1.109683  0.215
H 0.778239 -0.726236 -4.121569  0.221
H 2.470159 -2.382285 -4.779523  0.214
H 4.527972 -2.648723 -3.443644  0.213
H 4.883512 -1.241631 -1.448010  0.212
H 3.203436 0.432566 -0.804075  0.207

Forces on atoms 1 to 6 (eV/Å):
C -0.44 -0.04 -0.08
C 0.32 -0.16 0.26
O -0.29 0.14 -0.25
C -0.07 0.02 -0.12
C 0.24 0.05 0.09
C -0.13 -0.04 -0.01

Record 2
C25H28N3O4PV | ωB97M-V/def2-TZVPD

Values from the calculation:
Spin multiplicity: 3
Highest occupied orbital energy (alpha / beta), eV: -10.71 / -10.71
Charge: +1
Kohn-Sham gap (alpha / beta), Eh: 0.2647 / 0.2473
Energy relative to the best compared isomer or geometry (same formula, charge and spin), kcal/mol: 58.22

Last column: natural (NBO) charge in e.
Positions of all 62 atoms, in Å:
V -0.786700 0.203500 0.420100  1.184
N -1.511800 1.406600 -1.188500  -0.831
C -0.614100 2.542200 -1.389000  -0.317
C 0.054700 2.850100 -0.037900  0.655
O 0.408500 3.968700 0.269600  -0.564
N 0.197400 1.721100 0.695700  -0.722
C 0.866300 1.869000 1.967100  -0.349
C 0.560100 0.567200 2.710400  0.779
O 1.208300 0.151400 3.637000  -0.566
O -0.465900 -0.018700 2.176700  -0.709
H -2.394100 1.757400 -0.802300  0.390
H -1.733500 0.957600 -2.079100  0.412
H 0.164100 2.268400 -2.109700  0.233
H -1.119800 3.445800 -1.749500  0.233
H 1.951800 2.006100 1.871000  0.235
H 0.473700 2.735100 2.520000  0.250
N 2.667900 0.542700 -0.668900  -0.836
C 3.222800 -0.682800 -0.415500  0.300
C 4.570300 -0.925300 -0.714700  -0.286
C 5.113100 -2.181900 -0.579000  -0.132
C 4.336000 -3.236900 -0.114200  -0.256
C 3.020100 -3.013100 0.216000  -0.150
C 2.447800 -1.746700 0.068400  -0.468
P 0.646900 -1.704900 0.281800  1.040
C 0.299900 -2.771300 1.696500  -0.365
C -0.902700 -3.471800 1.761800  -0.241
C -1.199000 -4.218200 2.887700  -0.150
C -0.306100 -4.266100 3.949000  -0.197
C 0.885600 -3.560300 3.889500  -0.186
C 1.189000 -2.807600 2.769200  -0.156
C 0.172400 -2.602900 -1.227100  -0.372
C 0.094100 -1.827200 -2.381900  -0.207
C -0.182000 -2.418200 -3.600200  -0.208
C -0.368400 -3.792300 -3.671900  -0.184
C -0.255600 -4.570800 -2.530200  -0.219
C 0.018400 -3.982600 -1.304700  -0.152
H 1.764500 0.726600 -0.242200  0.390
H 3.304100 1.324700 -0.688800  0.397
H 5.171000 -0.106900 -1.081600  0.219
H 6.147300 -2.347700 -0.832300  0.226
H 4.752300 -4.225200 -0.017500  0.226
H 2.414200 -3.823400 0.592200  0.219
H -1.587700 -3.450200 0.922600  0.193
H -2.134500 -4.756500 2.947500  0.210
H -0.540900 -4.854000 4.824500  0.228
H 1.576900 -3.593500 4.717100  0.233
H 2.104500 -2.237100 2.721800  0.243
H 0.265500 -0.755600 -2.293500  0.205
H -0.230200 -1.815800 -4.495200  0.226
H -0.592500 -4.257100 -4.620500  0.229
H -0.372400 -5.642600 -2.595100  0.230
H 0.112900 -4.597300 -0.420300  0.223
C -3.852600 -1.454600 1.215500  -0.726
C -3.047200 -1.544900 -0.037200  0.663
C -3.580900 -2.317200 -1.203800  -0.729
O -1.962800 -0.946200 -0.103300  -0.572
H -3.990700 -2.438800 1.663000  0.273
H -4.842000 -1.053100 0.992400  0.264
H -3.340900 -0.807100 1.933900  0.248
H -4.437400 -2.917400 -0.918200  0.250
H -2.799200 -2.955000 -1.616800  0.275
H -3.894500 -1.635600 -1.995700  0.266

Forces on atoms 1 to 6 (eV/Å):
V 2.12 1.28 -0.57
N -0.57 0.09 -0.43
C 0.45 0.95 0.14
C -0.07 0.92 -0.94
O -0.02 -0.36 -0.07
N 1.34 2.15 0.59

Record 3
C25H28O5S2 | ωB97M-V/def2-TZVPD

Values from the calculation:
Spin multiplicity: 1
Highest occupied orbital energy, eV: -8.59
Kohn-Sham gap, Eh: 0.2830

Last column: natural (NBO) charge in e.
Positions of all 60 atoms, in Å:
C -0.597416 -3.076110 1.877747  -0.615
C -1.961150 -2.723828 1.291420  -0.397
C -2.027120 -1.278743 0.799063  0.043
C -2.447781 -1.023350 -0.520183  0.010
C -2.747666 -2.139501 -1.489430  -0.652
C -2.556290 0.293776 -0.959491  -0.215
C -2.200464 1.361149 -0.130154  -0.016
C -2.218821 2.763252 -0.652136  -0.628
C -1.719988 1.092818 1.151458  -0.175
C -1.559752 -0.217176 1.607902  -0.049
C -0.856985 -0.386545 2.925191  -0.643
H -0.348583 -4.106435 1.633175  0.263
H 0.166826 -2.436672 1.430708  0.218
H -0.604178 -2.970764 2.961852  0.220
H -2.077913 -3.356694 0.401777  0.243
H -2.937189 -1.715191 -2.480145  0.222
H -1.912743 -2.842423 -1.609162  0.213
H -3.647225 -2.705004 -1.207506  0.234
H -2.919460 0.481320 -1.970877  0.206
H -1.980080 3.471396 0.148996  0.213
H -1.480797 2.882324 -1.457864  0.221
H -3.202706 3.019653 -1.064074  0.219
H -1.443847 1.915033 1.821158  0.196
H -0.872496 0.567105 3.466423  0.213
H -1.339064 -1.137427 3.552240  0.219
H 0.203063 -0.652428 2.803482  0.228
C -3.800201 -1.469356 3.981960  -0.258
O -3.025765 -2.647204 3.426464  -0.573
C -3.104685 -3.051954 2.167353  0.230
S -4.828836 -3.041271 1.500655  2.054
C -6.135879 -3.172364 2.757678  -0.222
C -6.154033 -4.206778 3.702581  -0.225
C -7.004373 -4.114245 4.808708  -0.209
C -7.923149 -3.062018 4.900034  -0.191
C -8.042020 -2.158623 3.839614  -0.225
C -7.183922 -2.239993 2.744152  -0.212
O -5.054391 -1.719509 0.914820  -0.936
O -4.982728 -4.212078 0.645700  -0.933
S -2.769092 -5.410637 1.972089  1.893
C -3.330909 -6.449498 0.542533  -0.243
C -3.631868 -7.746568 0.905876  -0.142
C -4.125587 -8.622865 -0.066075  -0.228
C -4.265786 -8.188935 -1.388865  -0.208
C -3.903587 -6.885116 -1.748401  -0.200
C -3.395199 -6.012237 -0.775191  -0.199
O -1.369751 -5.798434 2.131207  -0.933
O -3.650848 -5.812555 3.069968  -0.992
H -3.992901 -0.729833 3.198417  0.222
H -4.723028 -1.860209 4.417293  0.214
H -3.150539 -1.049647 4.752770  0.213
H -5.491858 -5.062703 3.588240  0.282
H -6.923680 -4.858405 5.606979  0.226
H -8.545334 -2.959370 5.791428  0.221
H -8.795299 -1.375326 3.881002  0.224
H -7.296110 -1.569994 1.896342  0.249
H -3.499222 -8.053564 1.942242  0.233
H -4.400383 -9.634837 0.233453  0.219
H -4.648804 -8.875877 -2.146355  0.216
H -4.021312 -6.538173 -2.778530  0.217
H -3.061735 -5.013543 -1.056058  0.222

Forces on atoms 1 to 6 (eV/Å):
C 0.36 -0.43 0.17
C 0.36 0.75 -2.04
C 0.65 0.46 0.17
C -0.03 0.14 0.26
C -0.38 0.00 -0.28
C 0.22 -0.06 0.33

What E_tot values result from the calculations? In sequence: -1304.69649, -2719.89523, -2141.86664 Eh.